1.
Molecular formula: CH3NOS
Method: DFT, wB97M-V/def2-TZVPD

As for the SMILES: O=CNS. The value obtained for the HOMO-LUMO gap is 10.4 eV. The calculation puts the relative energy (zero: lowest compared OMol25 entry of this formula, charge and spin) at 113.62 kJ/mol. Its multiplicity is 1. The total energy comes out at -15457.631 eV.

Element x y z (Å)
C  -0.75  -0.69  -0.28
H  0.80  2.17  0.74
H  1.11  -0.70  0.48
H  -0.80  -1.84  0.02
N  0.27  -0.11  0.38
O  -1.52  -0.14  -0.99
S  0.88  1.32  -0.35

2.
Molecular formula: C6H12O
Method: DFT, wB97M-V/def2-TZVPD

As for the SMILES: CCC[C@H]1C[C@H]1O. The value obtained for the HOMO-LUMO gap is 10.5 eV. The calculation puts the relative energy (zero: lowest compared OMol25 entry of this formula, charge and spin) at 116.12 kJ/mol. Its multiplicity is 1. The total energy comes out at -8463.150 eV.

Element x y z (Å)
C  -2.66  0.30  -0.32
C  -1.27  0.53  0.24
C  -0.38  -0.72  0.23
C  0.99  -0.34  0.75
C  2.27  -0.94  0.26
C  1.92  0.45  -0.13
O  1.61  0.58  -1.50
H  -2.61  -0.10  -1.34
H  -3.19  -0.42  0.30
H  -3.24  1.23  -0.35
H  -1.33  0.91  1.27
H  -0.76  1.30  -0.35
H  -0.29  -1.10  -0.79
H  -0.83  -1.52  0.83
H  0.98  -0.03  1.80
H  2.18  -1.67  -0.54
H  3.09  -1.11  0.96
H  2.47  1.28  0.31
H  1.06  1.37  -1.63